{"formula": "C11H17NO2", "method": "the ωB97M-V functional and the def2-TZVPD basis", "species": ["C", "C", "C", "C", "C", "C", "C", "C", "O", "H", "H", "H", "H", "H", "H", "H", "H", "H", "H", "C", "C", "C", "O", "N", "H", "H", "H", "H", "H", "H", "H"], "positions_angstrom": [[0.765234, -2.499443, -2.536229], [2.193152, -3.020616, -2.985496], [1.120015, -1.601262, -1.351503], [1.565130, -0.311761, -1.681520], [1.349727, -1.996213, -0.045869], [1.981338, 0.721117, -0.775122], [1.866022, -1.043419, 0.907507], [2.068584, 0.295374, 0.580450], [2.752138, 1.135839, 1.487182], [0.433500, -1.965046, -3.429678], [0.124505, -3.392814, -2.258403], [2.349763, -2.769033, -4.112176], [1.591473, -0.153161, -2.732161], [1.291477, -3.079864, 0.106844], [2.271828, 1.688945, -1.173295], [2.004208, -1.388208, 1.873910], [2.374378, 2.012018, 1.633380], [2.341437, -4.100067, -2.914743], [3.039521, -2.592441, -2.376548], [-2.637815, 1.229974, 1.715808], [-4.097911, 1.490622, 1.401352], [-1.743886, 2.345646, 1.499445], [-0.665415, 2.626602, 0.837644], [-1.949348, 3.279708, 2.507470], [-2.494104, 0.943750, 2.784443], [-2.180213, 0.248810, 1.199824], [-4.560145, 0.680803, 1.962793], [-1.646925, 4.160798, 2.740423], [-2.869934, 3.152839, 3.003390], [-4.284154, 1.334070, 0.357654], [-4.353581, 2.566433, 1.773224]], "forces_ev_per_angstrom": [[0.845, -1.099, 1.121], [1.226, 0.339, -1.447], [-0.028, -0.102, -1.417], [0.705, 3.453, 1.162], [1.222, 0.669, 2.154], [-1.527, -2.979, -2.104], [-1.965, -2.996, -2.520], [2.407, 3.539, 0.420], [-1.728, -2.830, -0.952], [-0.661, 0.107, 0.695], [0.555, 1.349, -0.366], [-0.102, -0.256, 2.107], [0.054, 0.755, -0.699], [-0.194, 0.563, 0.842], [-0.035, -0.137, 0.450], [0.520, -0.376, 1.802], [-0.270, 0.276, -0.636], [-0.455, 0.047, 0.170], [-0.814, -0.175, -0.800], [1.450, -4.265, -0.969], [0.381, 0.864, 1.312], [6.196, 5.507, 0.789], [-3.534, -2.713, 0.557], [-4.699, -3.133, 0.957], [-0.291, 0.469, -0.625], [-1.247, 2.195, 0.581], [-0.926, 0.493, -0.047], [1.819, 2.186, -0.646], [1.505, 0.079, -0.557], [-0.307, 0.352, -0.515], [-0.104, -2.181, -0.817]], "e_above_lowest_kj_mol": 109.8, "gap_ev": [9.01, 4.80], "spin_multiplicity": 2, "e_homo_ev": [-12.47, -12.45], "s_squared": 0.765, "total_charge": 1, "e_lumo_ev": [-3.46, -7.65], "energy_ev": -17257.6473}